ORCA calculation (the ωB97M-V functional and the def2-TZVPD basis) on the molecule C5H13N at a distorted geometry.

The geometry in XYZ format:
```
19
C5H13N | the OMol25 dataset | the ωB97M-V functional and the def2-TZVPD basis
C -0.9839 -1.4430 0.7549
C -1.0428 -2.9282 0.4102
C -0.2070 -0.6435 -0.2709
N 0.0350 0.7256 0.1889
C 0.8091 1.4942 -0.8107
C 1.4551 2.7475 -0.2160
H -0.4423 -1.3523 1.6949
H -1.9784 -1.0619 0.8914
H -0.0786 -3.3613 0.1408
H -1.4757 -3.5011 1.2296
H -1.6735 -3.1040 -0.4605
H 0.7607 -1.0903 -0.3690
H -0.6843 -0.6411 -1.2599
H -0.8707 1.1841 0.2506
H 0.1942 1.7006 -1.6944
H 1.5893 0.8338 -1.1701
H 1.0244 2.9281 0.7762
H 1.1124 3.6244 -0.7701
H 2.5227 2.6289 -0.0766
```

Results
Multiplicity: 1
HOMO-LUMO gap (eV): 10.14
E_HOMO (eV): -8.92
E_tot (a.u.): -253.0394
SMILES: CCCNCC